7
Properties=species:S:1:pos:R:3 method="wB97M-V/def2-TZVPD" e_homo_ev=-10.50 de_lowest_ev=0.388
N -0.3378 1.6924 0.8746
O -0.1983 3.7343 2.2317
Si 0.1092 0.1687 0.1482
S -0.8277 3.0862 1.0557
H 1.4572 0.3682 -0.7629
H -1.0842 -0.1601 -0.7469
H 0.4448 -1.1122 0.8791

---

71
Properties=species:S:1:pos:R:3 method="wB97M-V/def2-TZVPD" e_homo_ev=-6.97 de_lowest_ev=0.000
W 0.4196 -0.0658 0.3717
C -3.2411 0.9930 2.6905
C -1.8364 0.8817 2.1852
N -1.5807 0.1631 1.0530
N -2.6323 -0.5464 0.5071
C -2.3987 -1.8089 0.1902
N -3.3738 -2.5598 -0.3504
S -0.8268 -2.3878 0.4684
C -0.7733 1.4945 2.7659
C -0.7915 2.4556 3.8371
C 0.2695 3.2354 4.1016
C 1.4612 3.0960 3.2869
C 1.5834 2.1197 2.3901
N 0.5230 1.1656 2.1763
H -3.7088 0.0087 2.7547
H -3.8484 1.6150 2.0276
H -3.2755 1.4358 3.6810
H -3.4616 -0.0559 0.2078
H -4.2165 -2.1273 -0.6929
H -3.0966 -3.4122 -0.8045
H -1.7052 2.5694 4.4057
H 0.2379 3.9721 4.8904
H 2.2945 3.7732 3.4140
H 2.4614 1.9302 1.7927
O 3.1041 -3.0344 -0.9768
C 2.1270 -2.3277 -0.9507
O 1.8174 -1.5673 0.0775
C 1.1607 -2.3079 -2.1545
P 0.2329 -0.7524 -2.1390
C 1.1226 0.3390 -3.2743
C 0.4615 1.2369 -4.1075
C 1.1870 2.1286 -4.8820
C 2.5717 2.1281 -4.8285
C 3.2347 1.2392 -3.9951
C 2.5167 0.3507 -3.2152
C -1.4243 -0.9876 -2.8290
C -1.7850 -2.1500 -3.5072
C -3.0742 -2.3044 -3.9986
C -4.0065 -1.2912 -3.8234
C -3.6471 -0.1231 -3.1639
C -2.3626 0.0317 -2.6640
H 0.4672 -3.1355 -1.9978
H 1.7180 -2.4794 -3.0733
H -0.6195 1.2593 -4.1496
H 0.6650 2.8355 -5.5124
H 3.1359 2.8342 -5.4230
H 4.3141 1.2528 -3.9319
H 3.0494 -0.3059 -2.5381
H -1.0597 -2.9391 -3.6614
H -3.3422 -3.2078 -4.5306
H -5.0088 -1.4047 -4.2166
H -4.3659 0.6790 -3.0507
H -2.0764 0.9387 -2.1411
O 0.0448 3.5724 -1.5705
C 0.4201 2.5769 -1.0090
O -0.3662 1.6385 -0.5372
C 1.9028 2.2194 -0.7797
O 2.8230 2.9358 -1.0648
O 2.0266 1.0273 -0.2282
C 0.9215 -0.2088 2.1998
C 1.4933 -0.8994 3.3280
C 1.5416 -0.3038 4.5952
C 2.1014 -0.9922 5.6569
C 2.6178 -2.2674 5.4648
C 2.5724 -2.8619 4.2110
C 2.0069 -2.1884 3.1419
H 1.1362 0.6883 4.7424
H 2.1392 -0.5361 6.6376
H 3.0592 -2.7985 6.2985
H 2.9812 -3.8534 4.0662
H 1.9816 -2.6288 2.1557

---

104
Properties=species:S:1:pos:R:3 method="wB97M-V/def2-TZVPD" e_homo_ev=-14.02 charge=+3
Re -1.5452 -0.1325 0.0609
Se 4.7656 2.1379 -0.1853
P 4.4406 0.1477 -0.7720
C 4.9850 -0.2858 -2.4416
C 4.3937 -1.3372 -3.1436
C 4.8525 -1.6711 -4.4079
C 5.8998 -0.9541 -4.9770
C 6.4845 0.0959 -4.2835
C 6.0279 0.4340 -3.0155
C 5.1262 -1.0951 0.3464
C 5.3789 -0.7309 1.6680
C 6.0287 -1.6117 2.5199
C 6.4558 -2.8436 2.0475
C 6.2151 -3.2078 0.7286
C 5.5469 -2.3432 -0.1212
C 2.6298 -0.0618 -0.9244
C 1.5827 -0.5427 -0.1571
N 0.4330 -0.0412 -0.7030
N 0.7892 0.6888 -1.7508
N 2.0739 0.6739 -1.9141
P 1.4347 -1.5965 1.2725
Se -0.7655 -2.0694 1.2153
C 2.3534 -3.1072 1.0851
C 2.2127 -3.8156 -0.1130
C 2.8074 -5.0555 -0.2424
C 3.5170 -5.5982 0.8255
C 3.6542 -4.8939 2.0105
C 3.0799 -3.6380 2.1466
C 1.8254 -0.6932 2.7540
C 1.5045 -1.2564 3.9936
C 1.8189 -0.5698 5.1519
C 2.4374 0.6741 5.0753
C 2.7364 1.2392 3.8444
C 2.4303 0.5604 2.6744
H 3.5729 -1.8945 -2.7043
H 4.4041 -2.4952 -4.9472
H 6.2652 -1.2218 -5.9595
H 7.3061 0.6454 -4.7229
H 6.4789 1.2522 -2.4669
H 5.1137 0.2610 2.0093
H 6.2391 -1.3164 3.5391
H 6.9978 -3.5142 2.7015
H 6.5683 -4.1597 0.3555
H 5.3994 -2.6265 -1.1535
H 1.6300 -3.4024 -0.9295
H 2.7054 -5.6122 -1.1639
H 3.9649 -6.5780 0.7282
H 4.2154 -5.3174 2.8321
H 3.2070 -3.0808 3.0644
H 1.0096 -2.2189 4.0542
H 1.5791 -0.9993 6.1146
H 2.6810 1.2070 5.9845
H 3.2149 2.2078 3.7896
H 2.6811 1.0071 1.7193
S -1.1381 1.5508 -5.7968
As -2.7288 0.2006 -6.1699
S -2.8571 -0.4342 -1.6294
S -1.7634 -1.5450 -3.1171
S -3.0417 -1.3787 -4.7126
C 2.7246 1.1153 -5.0464
N 2.1453 2.3116 -4.4342
C 2.8498 3.4590 -4.1945
C 2.0227 4.3205 -3.5445
N 0.8294 3.6728 -3.4072
C 0.9100 2.4469 -3.9465
S -0.3274 1.2207 -3.8199
H 3.0615 1.3609 -6.0508
H 1.9702 0.3355 -5.0807
H 3.5561 0.7847 -4.4288
H 3.8786 3.5666 -4.4900
H 2.1914 5.3175 -3.1790
H 0.0081 4.0334 -2.9444
C -7.9743 -1.6906 3.5021
C -7.1402 -1.4887 2.2432
C -7.6045 -0.2770 1.4393
C -6.8338 -0.0760 0.1410
N -5.3928 0.1379 0.3810
C -4.7279 1.2316 0.6858
S -3.0449 1.0081 1.2672
N -5.1606 2.4724 0.6924
C -6.4873 3.0430 0.3836
C -6.5140 4.5036 0.8099
C -6.2712 4.7303 2.3035
C -7.2338 3.9659 3.2047
H -7.6330 -2.5570 4.0655
H -9.0239 -1.8474 3.2530
H -7.9125 -0.8205 4.1573
H -7.1998 -2.3818 1.6133
H -6.0872 -1.3689 2.5259
H -7.5347 0.6229 2.0589
H -8.6588 -0.3916 1.1754
H -7.2228 0.7461 -0.4511
H -6.8959 -0.9733 -0.4750
H -4.8567 -0.7068 0.5348
H -4.4707 3.1525 0.9824
H -7.2489 2.4816 0.9204
H -6.6713 2.9540 -0.6876
H -7.4973 4.8920 0.5380
H -5.7878 5.0665 0.2159
H -6.3629 5.8001 2.4938
H -5.2388 4.4783 2.5716
H -8.2713 4.1657 2.9324
H -7.1041 4.2598 4.2446
H -7.0731 2.8859 3.1566

---

63
Properties=species:S:1:pos:R:3 method="wB97M-V/def2-TZVPD" e_homo_ev=-8.80 de_lowest_ev=4.959
C -2.1661 1.0034 2.2731
N -2.1090 1.8749 1.0696
C -3.3876 1.8983 0.3063
C -1.6159 3.2285 1.3711
O -2.3012 4.0953 1.9808
C -0.1325 3.5666 0.8211
O 0.8224 2.7590 1.5619
S 2.3845 2.8710 0.9364
O 3.0121 4.1925 1.3185
O 2.3405 2.9317 -0.7726
H -1.1113 0.7210 2.6421
H -2.8011 1.4056 3.1306
H -2.6474 0.0122 1.9435
H -3.2346 2.6177 -0.5816
H -3.6226 0.8407 -0.0736
H -4.2678 2.2862 0.9426
H -0.1567 3.3010 -0.3020
H 0.0010 4.6897 0.9414
H 2.1794 1.9872 -1.0151
N 3.6960 0.0859 1.7072
C 4.9916 0.3418 1.9479
C 5.8013 -0.4565 2.7394
C 5.2424 -1.5849 3.3217
C 3.9048 -1.8722 3.0912
C 3.1806 -1.0128 2.2812
H 5.3818 1.2368 1.4735
H 6.8420 -0.2024 2.8969
H 5.8433 -2.2343 3.9489
H 3.4358 -2.7442 3.5301
H 2.1322 -1.1970 2.0685
N 2.6779 -5.6456 2.2755
C 3.6894 -5.4553 1.4140
C 4.7620 -6.3221 1.2803
C 4.7971 -7.4514 2.0852
C 3.7652 -7.6717 2.9858
C 2.7353 -6.7465 3.0409
H 3.6182 -4.5568 0.8094
H 5.5499 -6.1192 0.5658
H 5.6206 -8.1533 2.0111
H 3.7604 -8.5422 3.6297
H 1.9040 -6.8764 3.7263
N -1.2258 0.9220 -2.3234
C -0.2577 0.0947 -2.7476
C 0.5327 0.3373 -3.8597
C 0.3107 1.5008 -4.5815
C -0.6845 2.3737 -4.1670
C -1.4187 2.0428 -3.0392
H -0.1243 -0.8031 -2.1527
H 1.3018 -0.3658 -4.1540
H 0.9077 1.7255 -5.4585
H -0.8850 3.2907 -4.7068
H -2.2055 2.6956 -2.6733
N -5.9944 1.0231 -1.7496
C -5.0957 1.6069 -2.5578
C -5.4234 2.5402 -3.5283
C -6.7573 2.8906 -3.6782
C -7.7070 2.3007 -2.8570
C -7.2771 1.3809 -1.9141
H -4.0670 1.2980 -2.4042
H -4.6552 2.9815 -4.1514
H -7.0538 3.6164 -4.4275
H -8.7568 2.5501 -2.9466
H -7.9814 0.8953 -1.2463

---

15
Properties=species:S:1:pos:R:3 method="wB97M-V/def2-TZVPD" e_homo_ev="-5.89 / -5.73" de_lowest_ev=2.689
C -0.6264 -1.1164 -2.0768
N -0.1985 -0.3039 -1.1072
C 0.6649 0.7189 -1.1182
C 0.9436 1.1564 0.2336
C 0.2283 0.4153 1.1003
N -0.0398 0.5854 2.4633
C -0.5449 -0.6049 0.3024
H -0.2257 -1.6363 0.4652
H -1.4794 -1.7485 -1.8828
H -0.2013 -1.0113 -3.0626
H 1.0698 1.0848 -2.0502
H 1.5919 1.9923 0.4744
H 0.5723 1.2577 2.9072
H -0.0545 -0.2758 2.9949
H -1.6248 -0.5385 0.4663

---

13
Properties=species:S:1:pos:R:3 method="wB97M-V/def2-TZVPD" e_homo_ev="-9.24 / -9.72" spin_multiplicity=2 de_lowest_ev=1.909
O -0.2181 -1.3714 2.5450
C 1.4872 1.6626 3.1875
O 0.4463 0.7768 2.8472
C 0.8397 -0.5674 2.8552
H 1.0783 2.6786 3.1603
H 1.8733 1.4572 4.2002
H 2.3212 1.5882 2.4687
H 1.2107 -0.8607 3.8568
H 1.6750 -0.7140 2.1348
C -1.3864 -1.6710 -0.4037
O -1.3074 -0.9920 -1.3685
H -0.5460 -1.3675 1.4705
H -2.0288 -2.5861 -0.3275

---

26
Properties=species:S:1:pos:R:3 method="wB97M-V/def2-TZVPD" e_homo_ev="-7.56 / -7.57" smiles="C[C@@H]1SC2=CC=CC2=C1[Si](C)(C)Cl"
C -0.2529 -2.6732 0.2189
C -0.6216 -1.4699 1.0692
S -2.4793 -1.4302 1.1298
C -2.5833 0.1153 0.3810
C -3.5522 0.8771 -0.1632
C -2.8929 1.9500 -0.9045
C -1.5263 1.8166 -0.7381
C -1.3140 0.7212 0.0278
C -0.0886 -0.1623 0.4383
Si 1.6004 0.5282 0.1872
C 2.1883 1.3310 -1.4615
C 2.9216 -0.7093 0.8738
Cl 1.4755 2.0659 1.5173
H -0.3078 -2.4636 -0.8474
H -0.7966 -3.6112 0.4393
H 0.7513 -3.1760 0.3767
H -0.2912 -1.4486 2.0696
H -4.6335 0.7458 0.1505
H -3.2769 2.7592 -1.4434
H -0.8241 2.4069 -1.2585
H 2.5097 0.6214 -2.2516
H 1.4144 1.9541 -1.9637
H 2.9135 2.0299 -1.0313
H 2.5923 -1.6773 1.2988
H 3.7100 -0.9049 0.2130
H 3.3643 -0.1962 1.6719